1.
This record from the OMol25 dataset describes 2 unconnected molecules or ions with the total composition C6H13NO in a non-equilibrium geometry. The level of theory is ωB97M-V with the def2-TZVPD basis set.

Calculated values
* calculated total energy: -366.2609 hartree
* energy above the lowest of the compared OMol25 structures with the same formula, charge and spin: 108.57 kcal per mole
* net charge: 0

```
21
Properties=species:S:1:pos:R:3:nbo_charge:R:1
O -2.59 0.51 -0.34 -0.69
N -0.47 0.91 1.45 -0.87
C 1.47 -0.55 0.89 -0.67
C 0.60 0.61 0.55 0.10
C -0.90 -0.94 -1.23 -0.31
C 1.22 1.84 -0.06 -0.65
C -0.29 -2.13 -1.42 -0.44
C -2.19 -0.52 -1.11 0.18
H 1.91 1.57 -0.86 0.23
H -0.72 -3.06 -1.07 0.19
H 0.99 -1.49 0.53 0.23
H 0.45 2.50 -0.47 0.22
H -1.90 0.75 0.32 0.51
H -0.36 1.79 1.93 0.38
H -3.00 -0.99 -1.66 0.18
H -0.64 0.17 2.12 0.38
H 2.43 -0.50 0.37 0.22
H 1.66 -0.63 1.96 0.21
H 1.78 2.42 0.69 0.20
H 0.67 -2.20 -1.91 0.19
H -0.12 -0.06 -0.68 0.19
```

***

2.
This record from the OMol25 dataset describes 3 unconnected molecules or ions with the total composition C9H23N3P in a non-equilibrium geometry. The level of theory is ωB97M-V with the def2-TZVPD basis set.

Calculated values
* calculated total energy: -861.9773 hartree
* energy above the lowest of the compared OMol25 structures with the same formula, charge and spin: 40.74 kcal per mole
* net charge: +1

```
36
Properties=species:S:1:pos:R:3:nbo_charge:R:1
P 0.54 -0.78 0.45 1.27
N -1.19 2.41 -2.09 -0.61
N 0.24 0.66 -0.38 -0.68
N 2.87 2.85 0.70 -1.09
C -1.23 -3.14 0.32 -0.03
C -1.70 -1.98 -0.14 -0.52
C 0.65 0.75 -1.78 -0.25
C -0.44 1.79 0.17 -0.28
C 1.30 -1.29 2.93 -0.60
C 0.36 -0.32 2.12 -0.89
C -1.61 2.05 -0.81 -0.20
C -0.98 -4.30 -0.68 -0.65
C -0.45 1.35 -2.69 -0.22
H 2.76 3.29 -0.24 0.36
H 0.95 -0.21 -2.18 0.23
H 0.13 2.72 0.16 0.22
H 2.16 -1.36 2.38 0.21
H 2.78 3.63 1.31 0.37
H -1.11 -3.26 1.43 0.21
H -2.25 -1.38 0.59 0.24
H 0.87 -2.22 3.27 0.23
H 0.48 0.70 2.37 0.28
H -2.26 0.97 -0.78 0.16
H -0.72 -0.58 2.49 0.27
H -1.09 0.60 -2.90 0.19
H 1.67 1.27 -1.70 0.21
H -2.33 2.75 -0.46 0.23
H -1.89 -4.57 -1.00 0.24
H -0.37 -3.81 -1.45 0.23
H -0.30 -5.04 -0.24 0.24
H -1.82 -1.98 -1.19 0.22
H 1.66 -0.81 3.79 0.24
H 0.06 1.61 -3.53 0.22
H -0.84 1.81 1.15 0.23
H -0.74 3.32 -2.08 0.37
H 3.85 2.53 0.71 0.37
```

***

3.
This record from the OMol25 dataset describes 15 unconnected molecules or ions with the total composition C15H60N30O15 in a non-equilibrium geometry. The level of theory is ωB97M-V with the def2-TZVPD basis set.

Calculated values
* calculated total energy: -3379.4058 hartree
* energy above the lowest of the compared OMol25 structures with the same formula, charge and spin: 97.71 kcal per mole
* net charge: 0

```
120
Properties=species:S:1:pos:R:3:mulliken_charge:R:1
O 0.29 -2.16 6.32 -0.64
O 1.27 5.31 -2.17 -0.71
O 4.06 1.47 -1.12 -0.81
O 3.11 -3.05 2.44 -0.71
O -1.03 6.63 0.99 -0.70
O 1.25 -2.15 -3.34 -0.79
O 0.11 1.10 -3.71 -0.35
O 0.80 3.61 4.11 -0.72
O -3.29 -2.05 -4.44 -0.73
O -2.65 -2.22 4.19 -0.76
O -3.13 -2.71 -0.88 -0.51
O -4.83 0.96 -2.21 -0.87
O 0.75 1.20 0.98 0.05
O -1.80 2.59 -1.68 -0.49
O -0.89 -5.90 0.56 -0.78
N -3.06 -0.36 2.99 -0.18
N 4.04 -1.09 1.67 -0.22
N -3.27 -0.62 -1.76 0.35
N 1.69 3.09 -2.06 1.00
N 5.84 2.56 -0.12 -0.50
N 2.40 -2.39 -1.37 -0.29
N 0.99 -5.17 1.54 -0.22
N -1.36 4.27 -3.14 -0.22
N -0.71 0.13 -0.37 0.86
N -3.31 -4.59 0.32 -0.25
N -4.10 -0.61 4.95 -0.42
N -5.01 -3.10 0.40 -0.40
N 3.42 4.60 -2.07 -0.35
N -1.27 -2.43 -5.44 -0.31
N 2.79 2.56 3.79 -0.32
N 1.83 -0.33 -2.16 0.71
N -0.13 -3.77 0.10 0.13
N -5.28 -1.18 -2.70 -0.26
N 0.08 4.64 0.71 -0.05
N -1.25 4.98 2.51 -0.27
N 3.95 2.07 1.05 -0.13
N -0.15 -0.79 1.64 1.37
N 3.03 -1.12 3.68 -0.09
N 0.21 -3.09 4.23 0.03
N 1.72 -3.85 5.68 -0.24
N -1.39 -1.90 -3.23 0.24
N -0.03 0.75 -5.92 -0.44
N 0.88 1.35 3.85 -0.12
N -3.35 3.18 -3.26 -0.39
N 1.76 1.89 -5.08 -0.39
C -3.83 -3.45 -0.17 0.55
C 2.06 4.38 -2.07 0.55
C 0.71 -2.95 5.50 0.30
C -0.05 -5.00 0.70 0.75
C -0.05 0.28 0.81 -0.13
C 1.80 -1.67 -2.33 0.35
C -4.47 -0.22 -2.20 0.16
C 4.61 1.94 -0.13 0.49
C -2.17 3.31 -2.61 0.45
C -2.06 -2.07 -4.38 0.30
C -0.73 5.51 1.36 0.48
C 1.45 2.56 3.98 0.59
C 0.61 1.22 -4.83 0.41
C 3.44 -1.88 2.59 0.36
C -3.20 -1.13 4.08 0.68
H 0.51 0.51 -6.74 0.19
H -0.11 1.51 3.84 0.14
H -1.58 -0.36 -0.51 -0.08
H 3.23 3.45 3.95 0.20
H 4.45 -1.37 0.79 0.25
H 3.67 5.52 -2.39 0.25
H 6.36 2.50 0.74 0.21
H -2.02 5.38 3.01 0.19
H 4.37 2.58 1.80 0.23
H -2.69 0.15 -1.45 -0.10
H -4.26 -1.12 5.81 0.26
H 2.42 -1.59 4.34 0.08
H -6.22 -0.90 -2.93 0.27
H -2.93 -1.60 -1.69 0.55
H -0.64 -1.62 1.33 -0.20
H -5.50 -3.82 0.90 0.16
H 2.68 -3.35 -1.56 0.30
H 3.02 1.66 0.99 -0.15
H -2.31 -4.74 0.32 -0.19
H 0.75 2.84 -1.78 -0.75
H -0.37 -1.84 -3.12 0.24
H 3.33 1.78 3.48 0.06
H -0.12 3.65 0.80 0.03
H 2.20 -3.93 6.56 0.21
H -3.50 0.54 2.94 0.20
H 1.17 -6.09 1.88 0.21
H -0.29 -2.46 -5.20 0.14
H 2.61 0.15 -1.73 0.13
H 1.52 0.73 3.37 -0.10
H -1.99 -1.71 -2.40 -0.39
H -1.65 4.84 -3.91 0.18
H 0.68 -3.19 0.08 -0.14
H 2.42 2.42 -1.86 0.08
H 2.05 2.19 -6.00 0.19
H -3.92 2.35 -3.13 0.26
H 0.69 4.97 -0.02 0.10
H 6.24 2.42 -1.04 0.32
H -0.43 0.70 -1.15 -0.48
H 4.09 3.86 -1.94 0.09
H -0.70 -2.66 4.08 0.10
H -3.86 -5.35 0.69 0.18
H 0.46 -0.79 2.44 -0.60
H 1.30 0.13 -2.90 -0.59
H -0.98 0.45 -5.79 0.23
H 1.96 -4.49 4.94 0.15
H -5.33 -2.16 0.28 0.23
H 2.10 2.36 -4.25 0.12
H -0.97 -3.71 -0.46 0.10
H -1.60 -2.84 -6.29 0.22
H 3.80 -0.52 3.90 0.33
H -4.73 0.13 4.72 0.16
H -0.60 4.54 -2.54 0.14
H 1.60 -4.37 1.57 0.06
H 3.17 -2.00 -0.84 -0.02
H -2.56 -0.72 2.20 -0.14
H -0.90 4.12 2.91 0.12
H 4.36 -0.18 1.96 0.12
H -4.89 -1.99 -3.14 0.21
H 0.64 -3.71 3.57 0.17
H -3.32 3.62 -4.17 0.16
```

***

4.
This record from the OMol25 dataset describes a molecular structure, C28H38AlCl2F4Ge2N2O2. The level of theory is ωB97M-V with the def2-TZVPD basis set.

Calculated values
* calculated total energy: -7065.6948 hartree
* net charge: +1

```
79
Properties=species:S:1:pos:R:3:mulliken_charge:R:1
Ge 1.24 -0.66 1.54 -0.08
Ge -0.67 1.56 -0.27 1.13
Cl 1.53 -4.40 -1.49 -0.14
Cl 4.37 -3.83 -1.02 -0.12
Al 0.05 -0.36 -1.74 -3.50
F -1.20 -1.84 -0.75 0.87
F -5.67 -2.76 -3.63 -0.30
F -3.07 -3.62 0.20 -0.27
F -3.87 -1.02 -4.52 -0.32
O 3.22 -1.44 -2.19 -0.61
O 1.34 -1.32 -0.97 0.82
N 0.93 0.41 -3.46 0.56
N -1.43 -0.56 -2.90 1.52
C -0.18 4.51 0.05 -1.35
C -2.37 -2.11 -1.44 0.24
C 3.19 -0.31 1.24 -0.21
C -3.64 -1.64 -3.36 0.25
C 2.47 -1.92 -1.39 -0.42
C 0.52 0.90 3.88 0.45
C 4.02 -0.48 2.51 -1.50
C 0.98 0.98 6.65 -0.56
C -1.44 0.29 -4.08 -1.19
C 0.26 1.99 6.02 -0.75
C 1.49 -0.06 5.89 -1.41
C 0.12 -2.93 3.10 -1.58
C 0.03 1.95 4.66 -0.73
C 0.28 0.81 2.43 1.58
C -4.43 -3.25 -1.70 -0.67
C 0.26 3.27 -0.73 -0.69
C -3.29 -3.01 -0.97 -0.43
C 1.27 -0.09 4.53 0.11
C 2.07 1.33 -3.25 -0.69
C 0.21 -2.37 1.68 0.16
C 1.31 -0.63 -4.43 -1.12
C -0.52 1.58 1.69 -0.60
C -3.39 2.79 0.11 -1.30
C -2.65 1.63 -0.56 -0.50
C 2.72 -3.29 -0.76 1.34
C -2.47 -1.39 -2.63 0.00
C -4.58 -2.56 -2.89 0.15
C -0.22 1.19 -3.97 -0.43
H 1.14 1.01 7.72 0.43
H 2.30 1.88 -4.18 0.41
H 1.69 -0.91 3.95 0.62
H -0.52 -3.82 3.08 0.45
H -3.13 3.74 -0.35 0.26
H -2.34 0.91 -4.12 0.54
H 3.64 0.14 3.33 0.42
H 0.44 5.37 -0.20 0.41
H 3.57 -0.94 0.44 0.39
H 2.95 0.76 -2.96 0.21
H -3.17 2.85 1.18 0.26
H -0.53 2.76 4.19 0.40
H -5.18 -3.94 -1.37 0.54
H -0.43 1.98 -3.24 0.02
H 1.10 -3.24 3.49 0.35
H 0.61 -3.10 0.99 0.26
H -2.84 1.64 -1.64 0.22
H 3.21 0.73 0.90 0.44
H 0.02 1.66 -4.93 0.54
H -0.78 -2.09 1.34 0.21
H 2.53 -3.29 0.31 -0.15
H 0.51 -1.37 -4.52 0.30
H 5.05 -0.16 2.31 0.43
H -0.13 2.82 6.60 0.42
H 1.33 3.08 -0.55 0.39
H 1.49 -0.19 -5.41 0.39
H 1.83 2.06 -2.47 0.18
H -3.04 0.68 -0.19 0.28
H -0.33 -2.23 3.80 0.38
H 0.16 3.46 -1.80 0.42
H -1.21 4.77 -0.18 0.26
H 2.21 -1.13 -4.10 0.43
H -1.42 -0.30 -5.00 0.43
H -4.47 2.66 0.00 0.41
H 4.05 -1.52 2.84 0.33
H 2.06 -0.85 6.37 0.40
H -1.09 2.36 2.18 0.30
H -0.10 4.35 1.13 0.30
```

***

5.
This record from the OMol25 dataset describes a molecular structure, C3H2CrO3 in a non-equilibrium geometry. The level of theory is ωB97M-V with the def2-TZVPD basis set.

Calculated values
* spin multiplicity: 5
* calculated total energy: -1385.6387 hartree
* energy above the lowest of the compared OMol25 structures with the same formula, charge and spin: 0.00 kcal per mole
* net charge: 0

```
9
Properties=species:S:1:pos:R:3:nbo_charge:R:1
Cr -0.09 -0.82 0.51 1.29
O 0.42 0.99 0.69 -0.82
O -0.53 -0.63 -1.31 -0.84
O 0.06 -2.98 3.20 -0.39
C 0.28 1.46 -0.57 -0.01
C 0.02 -2.27 2.34 0.45
C -0.21 0.67 -1.55 0.00
H 0.34 2.55 -0.73 0.17
H -0.29 1.03 -2.59 0.17
```

***

6.
This record from the OMol25 dataset describes a molecular structure, C16H25EuN3OP2 in a non-equilibrium geometry. The level of theory is ωB97M-V with the def2-TZVPD basis set.

Calculated values
* spin multiplicity: 9
* calculated total energy: -2256.8179 hartree
* net charge: +1

```
48
Properties=species:S:1:pos:R:3:lowdin_spin:R:1
Eu -0.01 -0.26 -0.17 6.99
P -1.73 0.07 -2.32 0.03
P -0.92 -2.24 1.59 0.01
O 0.22 -2.30 -1.13 0.68
N -0.18 1.83 1.19 0.00
N 1.53 0.66 -1.67 0.02
N 2.06 -0.75 0.76 0.00
C 2.95 0.53 -1.25 0.00
C -1.83 4.15 3.09 0.00
C 1.68 -4.22 -1.46 0.00
C 0.92 -2.69 1.97 0.01
C -0.39 0.91 -3.20 0.04
C -3.52 3.01 1.76 0.00
C 1.17 -2.61 -3.31 0.05
C 2.07 -1.75 1.53 0.01
C -4.50 3.81 2.34 0.00
C -2.82 4.94 3.67 0.00
C -2.17 3.19 2.14 0.00
C 3.07 0.23 0.27 0.00
C 0.99 1.03 -2.80 0.00
C -4.16 4.78 3.29 0.00
C -1.12 2.42 1.58 0.01
C 1.34 -2.80 -1.82 0.08
H 1.12 -3.68 1.54 0.00
H 2.99 -2.11 1.99 0.00
H -4.92 5.40 3.74 0.00
H -0.78 4.28 3.39 0.00
H 0.96 -1.58 -3.58 0.00
H -1.38 -2.35 2.93 0.00
H -0.58 1.45 -4.17 0.00
H 4.09 -0.11 0.48 0.00
H 2.49 -4.62 -2.08 0.00
H 2.06 -2.93 -3.88 0.00
H -2.18 -1.15 -2.97 0.00
H -1.36 -3.58 1.42 0.00
H 2.24 -2.20 -1.53 0.04
H -5.55 3.69 2.06 0.00
H 0.81 -4.86 -1.59 0.00
H -3.80 2.25 1.02 0.00
H 0.96 -2.76 3.07 0.00
H 2.89 1.18 0.80 0.00
H -2.54 5.69 4.41 0.00
H 3.48 1.47 -1.47 0.00
H 1.61 1.53 -3.55 0.00
H 1.98 -4.31 -0.41 0.00
H 3.43 -0.29 -1.83 0.00
H -2.97 0.83 -2.18 0.01
H 0.32 -3.20 -3.66 0.00
```

***

7.
This record from the OMol25 dataset describes a gas-phase ion, C4H9NO2 (charge -1) in a non-equilibrium geometry. The level of theory is ωB97M-V with the def2-TZVPD basis set.

Calculated values
* spin multiplicity: 2
* calculated total energy: -362.9179 hartree
* energy above the lowest of the compared OMol25 structures with the same formula, charge and spin: 73.49 kcal per mole
* net charge: -1

```
16
Properties=species:S:1:pos:R:3:nbo_charge:R:1
O -0.11 0.12 -2.23 -0.76
O 1.65 1.02 1.21 -0.77
N -1.12 -1.00 0.33 -0.71
C 0.02 -2.09 0.67 -0.46
C 0.46 0.71 1.34 0.05
C -0.58 0.43 0.21 -0.16
C -0.23 1.07 -1.18 -0.12
H -0.41 -2.62 1.58 0.17
H 0.95 -1.49 0.96 0.24
H 0.06 -2.86 -0.18 0.17
H 0.40 0.47 -2.91 0.45
H -1.42 1.07 0.56 0.15
H 0.11 0.46 2.37 0.06
H -1.83 -1.12 -0.38 0.34
H -1.12 1.55 -1.33 0.15
H 0.74 1.66 -1.05 0.19
```

***

8.
This record from the OMol25 dataset describes a molecular structure, C30H36FeN5O3P. The level of theory is ωB97M-V with the def2-TZVPD basis set.

Calculated values
* calculated total energy: -3269.0146 hartree
* net charge: +2

```
76
Properties=species:S:1:pos:R:3:mulliken_charge:R:1
Fe 0.12 -0.13 0.55 0.17
P 0.44 2.55 1.61 -0.31
O -0.40 3.20 2.80 -0.23
O 0.80 1.04 2.19 -0.06
O -0.81 1.91 0.69 0.33
N -3.51 -1.18 2.25 -0.02
N 1.99 0.56 -0.20 0.21
N -0.76 -1.52 -0.77 0.37
N 1.25 -1.65 0.72 1.77
N -1.39 -0.81 1.72 1.20
C -0.01 4.51 3.34 -0.24
C -2.64 -0.48 1.49 -1.29
C 3.38 -2.53 1.21 -1.06
C -1.55 2.94 -0.04 -0.65
C -3.16 -2.97 4.01 -1.11
C 4.24 0.40 0.64 -0.82
C 2.09 0.17 4.07 -1.28
C 0.88 4.35 4.54 -1.14
C -2.89 3.22 0.62 -1.32
C 0.76 -2.86 0.45 0.16
C -1.44 -1.80 2.70 0.11
C 1.53 -3.99 0.69 -0.89
C -2.02 0.01 -2.17 -0.83
C -1.77 -1.36 -1.64 0.84
C -0.49 -2.77 -0.32 0.76
C -1.25 -3.87 -0.66 -0.99
C 3.62 2.17 -0.84 -0.97
C 0.75 0.71 3.62 0.11
C 2.96 -0.09 0.51 1.53
C -0.42 -2.50 3.37 0.55
C 2.55 -1.45 0.93 -0.84
C -2.15 -3.65 4.64 -0.71
C 2.83 -3.81 1.14 -1.05
C 1.30 2.28 -1.78 -1.43
C 2.32 1.64 -0.90 1.07
C -2.31 -3.70 -1.54 -0.81
C -2.56 -2.44 -2.04 -1.02
C 4.56 1.58 -0.04 -0.83
C -0.80 -3.41 4.33 -1.42
C -2.77 -2.04 3.04 0.37
H 5.56 1.99 0.03 0.50
H -0.06 0.00 3.76 0.03
H -0.95 3.85 -0.07 0.52
H -3.36 -2.27 -2.75 0.54
H -4.20 -3.13 4.26 0.48
H -0.03 -3.96 4.87 0.50
H 1.82 3.86 4.28 0.24
H -1.01 -4.85 -0.26 0.51
H 4.98 -0.13 1.22 0.52
H 1.16 -4.98 0.47 0.50
H -4.51 -1.07 2.25 0.29
H -1.68 2.61 -1.06 0.52
H -2.39 -4.38 5.40 0.44
H 1.70 2.43 -2.78 0.65
H -3.09 0.21 -2.28 0.49
H 3.45 -4.67 1.35 0.51
H -3.53 2.33 0.62 0.26
H 1.12 5.33 4.95 0.45
H 0.48 5.07 2.55 0.39
H 0.62 -2.31 3.17 0.54
H 3.85 3.05 -1.42 0.54
H -2.96 0.26 0.78 0.47
H 2.04 -0.07 5.13 0.50
H -3.40 4.00 0.06 0.46
H 2.88 0.91 3.92 0.33
H 0.41 1.66 -1.85 0.02
H -1.57 0.74 -1.51 -0.45
H 0.38 3.78 5.33 0.31
H -2.76 3.55 1.65 0.22
H 0.49 1.62 4.16 0.39
H -1.56 0.11 -3.16 0.37
H 4.43 -2.40 1.40 0.49
H 1.02 3.27 -1.40 0.26
H 2.36 -0.74 3.53 0.16
H -2.93 -4.54 -1.83 0.50
H -0.95 5.00 3.59 0.32
```

***

What is the formula in the third record? C15H60N30O15

***

Which of these has the lowest calculated total energy? C28H38AlCl2F4Ge2N2O2

***

The lowest calculated total energy belongs to which entry? C28H38AlCl2F4Ge2N2O2

***

Which of these has the highest net charge? C30H36FeN5O3P